[1]
The following is a DFT calculation (ωB97M-V with the def2-TZVPD basis set) of a molecular structure, C15H20F3NO3Tc.

Output
- ⟨S²⟩: 0.77
- E_HOMO (spin up / spin down): -16.86 / -16.91 eV
- E_LUMO (spin up / spin down): -0.3763 / -0.3558 Eh

Structure (ORCA input):
```
! RIJCOSX wB97M-V def2-TZVPD def2/J DEFGRID3
* xyz 2 2
Tc 0.15 -0.05 0.29
C -1.56 3.18 4.02
C -1.94 2.19 2.91
C -3.38 1.71 3.10
C -0.94 1.09 2.74
C 0.41 1.24 3.15
C 1.32 0.20 3.07
C 0.96 -1.08 2.59
C 1.92 -2.21 2.61
C -0.39 -1.26 2.18
C -1.31 -0.18 2.21
H -2.39 3.86 4.19
H -0.69 3.78 3.77
H -1.36 2.65 4.95
H -1.93 2.77 1.97
H -3.45 1.09 3.99
H -3.76 1.16 2.24
H -4.03 2.56 3.24
H 0.74 2.18 3.56
H 2.32 0.35 3.45
H 2.18 -2.53 1.60
H 1.49 -3.08 3.11
H 2.84 -1.94 3.12
H -0.77 -2.26 2.03
H -2.36 -0.40 2.07
N -2.43 1.55 -2.53
C -1.84 0.74 -1.68
O -0.99 1.18 -0.85
C -2.16 -0.72 -1.61
C -0.97 -1.43 -0.97
H -2.21 2.55 -2.53
H -3.08 1.23 -3.22
H -2.38 -1.13 -2.60
H -3.06 -0.84 -1.00
H -0.25 -1.71 -1.74
H -1.28 -2.33 -0.44
F 3.47 0.51 0.93
C 3.09 1.34 -0.05
F 4.00 2.25 -0.27
F 1.96 1.95 0.43
C 2.67 0.47 -1.33
O 3.40 0.38 -2.26
O 1.53 -0.06 -1.10
*
```

[2]
The following is a DFT calculation (ωB97M-V with the def2-TZVPD basis set) of a molecular structure, C15H20NO3ReS.

Output
- Energy relative to the best compared isomer or geometry (same formula, charge and spin): 0.0981 eV
- ⟨S²⟩: 0.81
- E_HOMO (spin up / spin down): -18.79 / -18.79 eV
- E_LUMO (spin up / spin down): -0.4570 / -0.4410 Eh

Structure (ORCA input):
```
! RIJCOSX wB97M-V def2-TZVPD def2/J DEFGRID3
* xyz 3 2
Re 0.15 0.33 -0.21
C 1.75 0.16 -2.07
O 2.23 0.47 -0.75
C 2.79 1.82 -0.56
C 1.68 2.86 -0.73
O 0.47 2.38 -0.05
C 0.07 2.93 1.25
C 0.46 1.93 2.31
O 0.09 0.58 1.80
C -0.65 -0.26 2.77
H 2.12 0.86 -2.81
H 2.01 -0.87 -2.31
H 0.60 0.28 -2.14
H 3.21 1.80 0.44
H 3.59 1.97 -1.28
H 1.97 3.83 -0.33
H 1.39 2.99 -1.77
H 0.54 3.90 1.39
H -1.00 3.06 1.18
H 1.54 1.90 2.49
H -0.06 2.10 3.25
H -0.12 -0.20 3.72
H -1.66 0.13 2.83
H -0.62 -1.27 2.38
S -3.73 -1.33 -1.36
C -3.88 0.40 -1.54
C -2.74 1.04 -1.24
C -1.69 0.14 -0.79
C -2.14 -1.22 -0.87
C -1.21 -2.29 -0.55
C -1.47 -3.65 -0.59
C -0.46 -4.54 -0.26
C 0.79 -4.05 0.09
C 0.99 -2.67 0.11
N 0.01 -1.81 -0.20
H -4.83 0.80 -1.85
H -2.64 2.11 -1.30
H -2.45 -4.01 -0.88
H -0.64 -5.61 -0.29
H 1.60 -4.70 0.36
H 1.95 -2.26 0.39
*
```

[3]
The following is a DFT calculation (ωB97M-V with the def2-TZVPD basis set) of a molecular structure, C15H21B2CrMnN7O38S2.

Output
- ⟨S²⟩: 30.02
- E_HOMO (spin up / spin down): -7.02 / -7.02 eV
- E_LUMO (spin up / spin down): -0.0006 / -0.1176 Eh

Structure (ORCA input):
```
! RIJCOSX wB97M-V def2-TZVPD def2/J DEFGRID3
* xyz -1 11
Mn -3.06 1.76 -0.10
Cr 1.78 1.15 1.62
O 3.12 -4.53 -3.93
C 2.93 -3.31 -3.84
O 3.62 -2.55 -3.01
B 3.01 -1.20 -3.12
O 2.03 -1.29 -4.26
C 1.98 -2.44 -4.69
O 1.25 -2.90 -5.59
O 4.05 -0.17 -3.41
C 4.04 0.79 -2.49
O 4.89 1.69 -2.37
C 3.01 0.36 -1.39
O 2.35 -0.76 -1.89
O 2.77 0.93 -0.32
O 2.40 -6.66 -2.15
C 2.14 -6.00 -1.09
O 2.86 -4.95 -0.69
B 2.24 -4.36 0.56
O 1.15 -5.29 0.92
C 1.04 -6.26 0.02
O 0.27 -7.26 0.12
O 1.95 -2.91 0.45
C 2.48 -2.23 1.41
O 2.29 -1.03 1.71
C 3.48 -3.13 2.09
O 3.36 -4.30 1.57
O 4.26 -2.83 3.03
S -0.65 1.51 0.69
O 0.55 2.26 0.53
O -1.76 2.20 1.35
O -1.22 1.12 -0.59
O -0.13 0.41 1.50
S -3.74 2.72 -2.52
O -3.20 3.37 -1.34
O -3.66 1.38 -1.98
O -5.01 3.20 -2.90
O -2.93 2.91 -3.68
C -0.99 -1.67 -1.52
N -1.31 -3.09 -1.94
O -1.30 -3.95 -1.09
O -1.52 -3.31 -3.14
H -0.27 -1.36 -2.28
H -0.52 -1.63 -0.54
H -1.90 -1.09 -1.69
C -0.08 1.18 -3.84
N -1.04 0.77 -4.90
O -1.89 -0.03 -4.64
O -0.89 1.28 -6.03
H -0.36 2.21 -3.64
H 0.97 1.30 -4.09
H -0.36 0.66 -2.93
C -0.42 4.79 -1.77
N 1.07 4.83 -1.48
O 1.42 5.60 -0.56
O 1.87 4.39 -2.29
H -0.36 5.01 -2.83
H -1.01 5.51 -1.20
H -0.73 3.75 -1.62
C 1.08 -1.61 5.21
N 0.52 -0.38 4.67
O -0.68 -0.10 4.87
O 1.21 0.25 3.86
H 2.17 -1.54 5.29
H 0.66 -2.42 4.61
H 0.78 -1.65 6.25
C -2.80 2.08 4.58
N -3.99 1.61 3.82
O -5.10 2.00 4.23
O -3.79 0.73 3.00
H -1.96 2.10 3.90
H -2.63 1.50 5.49
H -3.10 3.11 4.80
C -2.50 -2.16 1.77
N -3.39 -1.66 0.67
O -3.26 -0.45 0.37
O -4.12 -2.44 0.10
H -1.46 -2.12 1.45
H -2.87 -3.17 1.98
H -2.81 -1.57 2.63
C 0.18 4.96 2.48
N 0.42 3.84 3.45
O -0.01 3.97 4.61
O 1.02 2.83 3.07
H -0.86 4.82 2.16
H 0.74 4.96 1.54
H 0.21 5.93 2.96
*
```

[4]
The following is a DFT calculation (ωB97M-V with the def2-TZVPD basis set) of a molecular structure, C15H21BrClNO.

Output
- Energy relative to the best compared isomer or geometry (same formula, charge and spin): 15.7811 eV
- E_HOMO: -8.04 eV
- E_LUMO: 0.0096 Eh

Structure (ORCA input):
```
! RIJCOSX wB97M-V def2-TZVPD def2/J DEFGRID3
* xyz 0 1
Cl 3.37 -3.30 6.20
C 2.35 -2.63 4.87
C 1.97 -1.38 4.83
C 1.20 -0.83 3.99
C 0.86 -1.56 3.01
C 1.07 -3.00 3.15
C 1.84 -3.48 4.21
H 2.30 -4.65 3.94
Br 0.49 -4.23 1.66
O -0.17 -1.30 2.03
C -0.54 -0.20 1.79
C 0.77 0.59 1.13
H 0.55 1.95 1.04
C 0.96 0.08 -0.27
H 2.13 0.51 -0.58
C -0.06 0.45 -1.21
H -1.00 0.33 -0.95
C -0.01 1.95 -1.68
N -0.83 2.25 -3.03
C -0.65 1.64 -4.10
C -1.43 0.49 -4.36
H -1.17 -0.56 -4.03
H -1.98 0.40 -5.39
C -2.80 0.73 -3.23
H -3.46 0.70 -4.00
H -2.74 0.01 -2.68
C -2.19 2.29 -2.62
H -2.79 2.83 -3.30
H -2.57 2.18 -1.50
H -0.77 2.50 -4.91
H 0.51 1.28 -4.29
H -0.13 2.54 -0.94
H 1.01 2.18 -2.08
H 0.33 -0.08 -2.14
H 1.14 -0.90 -0.06
H 1.45 0.53 1.68
H -0.63 0.49 2.64
H -1.59 -0.03 1.27
H 0.89 0.12 4.07
H 2.33 -0.88 5.85
*
```

[5]
The following is a DFT calculation (ωB97M-V with the def2-TZVPD basis set) of a molecular structure, C15H21F2GaN.

Output
- E_HOMO: -4.46 eV
- E_LUMO: 0.1070 Eh

Structure (ORCA input):
```
! RIJCOSX wB97M-V def2-TZVPD def2/J DEFGRID3
* xyz -1 1
N 1.29 -0.11 1.95
C 0.52 0.94 1.14
C -0.55 1.74 2.10
C -2.02 1.68 1.32
Ga -2.66 -0.31 1.55
H 1.47 -0.88 1.26
H 0.73 -0.44 2.76
H 1.27 1.68 0.58
H -0.04 0.35 0.27
H -0.19 2.85 2.18
H -0.72 1.26 3.16
H -1.96 2.01 0.20
H -2.78 2.32 1.95
H -4.16 -0.36 1.01
H -2.60 -0.57 3.16
H -1.67 -1.35 0.83
F 1.14 -2.53 -0.41
C 0.94 -3.71 0.19
C -0.22 -3.91 0.93
C -0.43 -5.14 1.55
C 0.53 -6.15 1.44
C 1.69 -5.94 0.71
C 1.90 -4.71 0.07
H -0.95 -3.11 1.01
H -1.34 -5.31 2.13
H 0.36 -7.11 1.94
H 2.44 -6.73 0.62
H 2.79 -4.53 -0.51
F 0.84 6.38 -4.14
C 0.64 5.20 -3.54
C -0.52 5.00 -2.80
C -0.73 3.77 -2.17
C 0.23 2.76 -2.28
C 1.39 2.98 -3.02
C 1.60 4.20 -3.66
H -1.25 5.80 -2.72
H -1.64 3.60 -1.60
H 0.06 1.81 -1.79
H 2.14 2.19 -3.10
H 2.49 4.38 -4.24
*
```

[6]
The following is a DFT calculation (ωB97M-V with the def2-TZVPD basis set) of 5 unconnected molecules or ions with the total composition C15H21F3O15.

Output
- Energy relative to the best compared isomer or geometry (same formula, charge and spin): 0.0000 eV
- SMILES: O=C1OC[C@@H](F)O1.O=C1OC[C@@H](F)O1.O=C1OC[C@@H](F)O1.COC(=O)OC.COC(=O)OC
- E_HOMO: -11.17 eV
- E_LUMO: 0.0156 Eh

Structure (ORCA input):
```
! RIJCOSX wB97M-V def2-TZVPD def2/J DEFGRID3
* xyz 0 1
O -3.75 -0.19 3.33
C -4.07 -1.32 3.22
O -4.70 -2.06 4.13
C -4.95 -3.39 3.61
C -4.29 -3.36 2.23
F -5.22 -3.58 1.24
O -3.80 -2.07 2.11
H -4.54 -4.13 4.29
H -6.04 -3.46 3.57
H -3.50 -4.11 2.14
O -1.03 -3.59 2.08
C -0.76 -2.64 1.43
O 0.07 -1.65 1.80
C -0.09 -0.54 0.93
C -1.14 -0.99 -0.08
F -0.70 -0.98 -1.37
O -1.45 -2.29 0.31
H -0.47 0.30 1.52
H 0.84 -0.24 0.44
H -2.06 -0.39 -0.08
O 5.34 -1.18 0.60
C 5.02 -0.06 0.41
O 4.16 0.67 1.15
C 3.87 1.87 0.42
C 5.05 2.00 -0.51
F 6.02 2.80 0.02
O 5.52 0.70 -0.63
H 2.90 1.73 -0.05
H 3.81 2.72 1.10
H 4.77 2.44 -1.47
C 2.45 -2.41 -1.22
O 2.74 -1.85 -2.51
C 2.61 -0.53 -2.60
O 2.19 0.22 -1.75
O 2.95 -0.17 -3.84
C 2.93 1.22 -4.10
H 1.37 -2.55 -1.14
H 2.80 -1.76 -0.42
H 2.99 -3.34 -1.15
H 3.60 1.75 -3.42
H 1.92 1.63 -4.08
H 3.33 1.37 -5.10
C 0.02 2.36 -0.90
O -0.99 2.96 -0.11
C -2.24 2.84 -0.59
O -2.53 2.46 -1.69
O -3.09 3.20 0.37
C -4.47 3.26 -0.03
H 0.45 3.04 -1.63
H -0.27 1.44 -1.40
H 0.81 2.05 -0.21
H -5.01 3.56 0.86
H -4.81 2.28 -0.37
H -4.57 3.96 -0.85
*
```

[7]
The following is a DFT calculation (ωB97M-V with the def2-TZVPD basis set) of a molecular structure, C15H21F4N2O2PdSe2.

Output
- Energy relative to the best compared isomer or geometry (same formula, charge and spin): 0.0000 eV
- E_HOMO: -10.90 eV
- E_LUMO: -0.1414 Eh

Structure (ORCA input):
```
! RIJCOSX wB97M-V def2-TZVPD def2/J DEFGRID3
* xyz 1 1
Pd -0.05 0.49 -0.85
C -0.19 1.93 -3.47
N 0.56 1.91 -2.19
C 0.45 3.24 -1.54
C 2.00 1.58 -2.48
C 2.71 1.18 -1.22
N 1.88 0.15 -0.62
C 2.17 -0.41 0.60
C 1.16 -1.05 1.31
F -0.13 -0.99 0.77
C 1.33 -1.73 2.49
F 0.27 -2.29 3.07
C 2.58 -1.79 3.07
C 3.61 -1.16 2.41
F 4.84 -1.19 2.92
C 3.43 -0.48 1.21
F 4.50 0.08 0.62
H 0.27 2.65 -4.14
H -1.22 2.23 -3.28
H -0.17 0.94 -3.92
H 0.86 4.00 -2.21
H 1.00 3.24 -0.61
H -0.59 3.46 -1.34
H 2.46 2.43 -2.99
H 1.99 0.73 -3.17
H 2.86 2.04 -0.55
H 3.70 0.80 -1.48
H 2.75 -2.30 4.01
O -4.44 -1.81 3.07
C -3.79 -1.99 1.82
C -3.80 -0.63 1.11
C -5.26 -0.16 0.99
O -5.40 0.63 -0.19
C -2.93 0.32 1.94
Se -2.69 2.02 1.00
C -3.18 -0.84 -0.28
Se -2.49 0.85 -1.02
H -4.48 -2.65 3.54
H -4.32 -2.73 1.20
H -2.76 -2.33 1.95
H -5.54 0.41 1.88
H -5.91 -1.04 0.94
H -6.27 1.03 -0.20
H -1.96 -0.12 2.14
H -3.41 0.56 2.89
H -3.92 -1.20 -0.99
H -2.34 -1.53 -0.23
*
```

[8]
The following is a DFT calculation (ωB97M-V with the def2-TZVPD basis set) of 7 unconnected molecules or ions with the total composition C15H21F4N3O18.

Output
- Energy relative to the best compared isomer or geometry (same formula, charge and spin): 4.3778 eV
- SMILES: O=C1OC[C@@H](F)O1.O=C1OC[C@@H](F)O1.O=C1OC[C@@H](F)O1.O=C1OC[C@@H](F)O1.C[N+](=O)[O-].C[N+](=O)[O-].C[N+](=O)[O-]
- E_HOMO: -10.95 eV
- E_LUMO: -0.0009 Eh

Structure (ORCA input):
```
! RIJCOSX wB97M-V def2-TZVPD def2/J DEFGRID3
* xyz 0 1
O 1.93 0.17 -5.44
C 1.12 -0.28 -6.21
O 0.33 -1.39 -6.05
C 0.00 -1.79 -7.32
C 0.00 -0.58 -8.16
F -1.12 0.13 -8.03
O 1.06 0.10 -7.57
H 0.82 -2.45 -7.59
H -0.98 -2.26 -7.42
H 0.02 -0.76 -9.24
O -6.88 5.97 7.52
C -6.03 5.16 7.24
O -4.99 4.95 7.99
C -4.12 4.10 7.31
C -5.12 3.32 6.42
F -5.66 2.20 6.95
O -5.96 4.42 6.20
H -3.51 4.65 6.60
H -3.52 3.53 8.01
H -4.52 3.02 5.55
O -4.00 -4.15 -1.39
C -3.68 -4.91 -2.34
O -4.37 -4.93 -3.62
C -4.06 -6.23 -4.06
C -2.81 -6.58 -3.39
F -1.68 -6.29 -4.10
O -2.80 -5.74 -2.24
H -4.78 -7.01 -3.79
H -3.89 -6.31 -5.13
H -2.75 -7.62 -3.05
O 8.87 1.89 7.45
C 7.81 2.22 7.00
O 6.68 1.55 7.30
C 5.52 1.99 6.59
C 6.21 2.90 5.58
F 5.59 4.07 5.66
O 7.59 3.06 6.00
H 5.12 1.15 6.02
H 4.79 2.52 7.21
H 6.08 2.57 4.54
C 0.67 -0.87 0.34
N 0.68 0.12 1.41
O -0.32 0.42 2.06
O 1.75 0.74 1.41
H 1.67 -1.11 -0.01
H 0.02 -0.60 -0.50
H 0.16 -1.66 0.90
C 7.39 -2.71 -1.38
N 7.66 -2.24 -2.76
O 8.67 -1.66 -2.94
O 7.02 -2.64 -3.64
H 6.58 -2.01 -1.17
H 8.26 -2.38 -0.82
H 7.29 -3.80 -1.42
C -6.28 3.71 -2.63
N -4.90 3.11 -2.64
O -4.30 2.90 -1.59
O -4.36 2.95 -3.72
H -6.45 4.73 -2.96
H -6.70 3.60 -1.63
H -6.84 3.06 -3.30
*
```

Result set for F_max: 0.084; 0.016; 0.145; 0.352; 0.048; 0.031; 0.002; 0.236 hartree/bohr, one per record in the order listed.
Result set for calculated total energy: -33845.904; -36445.959; -186887.987; -101982.420; -75194.966; -54761.395; -168006.020; -68078.617 eV, one per record in the order listed.